# 1
12
Properties=species:S:1:pos:R:3:forces:R:3 method="wB97M-V/def2-TZVPD" e_lumo_ev=-4.9301 smiles="C[N+]1(N)C=C1" orbital_gap_ev=10.3377 homo_ev=-15.3 charge=+1
H 1.307 1.481 -0.744 -0.09 -0.53 -1.61
N 0.573 -1.352 -0.370 0.12 -1.77 0.91
H 1.398 0.728 0.739 1.51 -0.98 1.43
H -1.316 -0.289 1.736 -0.56 -0.25 2.34
N -0.183 -0.126 -0.164 2.55 -1.07 -1.15
H 0.685 -1.918 0.533 -0.37 1.40 -1.62
H 1.502 -1.273 -0.833 -1.15 0.67 0.47
H -2.000 0.253 -1.491 -1.37 0.44 -2.09
C -1.282 -0.188 0.719 -2.20 0.02 -7.34
H 0.209 1.799 0.491 -1.03 0.88 0.18
C -1.613 -0.122 -0.624 3.20 -0.22 7.89
C 0.721 1.008 0.008 -0.59 1.39 0.59

# 2
58
Properties=species:S:1:pos:R:3:forces:R:3 method="wB97M-V/def2-TZVPD" e_lumo_ev=0.3828 smiles="CCN(CC)S(=O)(=O)c1cccc(C(=O)Nc2ccccc2C(=O)N2CCOCC2)c1" orbital_gap_ev=9.2865 homo_ev=-8.9
C 0.431 -1.553 1.579 0.32 0.13 0.03
N -2.181 1.706 -0.162 0.03 0.16 -0.11
C -3.315 2.181 0.599 -0.15 0.17 0.52
C -1.017 -1.211 1.468 0.08 -0.41 0.20
H 1.633 0.515 -1.223 -0.06 -0.05 -0.19
C -3.957 -2.725 0.007 0.14 0.10 0.02
C 0.919 -2.810 1.917 -0.12 0.14 -0.02
C -5.138 -2.431 -0.647 -0.01 0.02 -0.09
H 2.662 -4.011 2.233 0.04 -0.06 0.03
H -3.666 3.162 2.503 0.00 -0.08 -0.04
H -3.787 3.003 0.046 -0.05 -0.08 0.06
C -0.722 3.151 1.159 0.13 -0.09 -0.31
H -1.463 3.536 -0.832 0.08 -0.03 0.03
H 4.577 -2.658 -2.351 0.03 -0.11 -0.06
O 3.191 1.754 0.993 -0.36 -0.14 -0.11
N -1.735 -2.098 0.724 -0.03 -0.42 0.02
O -1.499 -0.211 1.955 0.06 0.13 0.00
C -1.108 2.680 -0.245 0.33 0.15 0.14
O 5.102 0.192 1.037 -0.15 -0.32 -0.05
C 2.286 -3.042 1.939 0.10 0.03 -0.06
H 0.022 3.946 1.107 0.00 -0.08 -0.03
H -1.289 -2.958 0.440 0.08 0.23 -0.06
H 4.915 -0.227 -2.609 0.01 0.04 0.12
H 0.961 0.453 1.022 -0.15 0.09 -0.04
H -0.259 2.215 -0.747 -0.07 0.09 0.01
C -2.947 -1.774 0.088 -0.35 0.20 -0.03
C -3.122 -0.514 -0.491 -0.02 -0.33 -0.08
H -4.034 1.378 0.750 0.03 0.11 -0.01
H 5.418 -0.741 -0.988 0.09 -0.05 -0.29
C -5.317 -1.187 -1.229 -0.08 -0.02 -0.03
C 2.673 -0.797 1.219 0.31 0.49 -0.15
C 2.557 2.358 -1.885 -0.11 -0.19 -0.04
C 3.169 -2.039 1.570 0.12 -0.10 0.12
C 2.544 0.839 -1.738 -0.42 0.55 0.02
H -4.435 0.717 -1.642 -0.01 0.12 -0.01
C 3.878 -1.974 -1.877 0.09 0.26 0.02
N 3.723 0.373 -1.032 0.17 0.24 1.15
H -3.805 -3.696 0.456 0.01 -0.07 0.10
H 2.543 0.380 -2.729 0.01 -0.10 0.14
H -6.235 -0.959 -1.749 -0.08 0.02 -0.05
H 1.679 2.682 -2.439 -0.10 0.08 -0.09
S 3.765 0.497 0.617 0.19 -0.12 -0.26
C -4.311 -0.240 -1.156 0.13 -0.09 0.09
H 3.553 -2.404 -0.933 -0.03 -0.09 -0.01
C 1.321 -0.535 1.254 -0.21 0.00 0.07
C 4.560 -0.624 -1.652 0.38 -0.59 -0.11
H 2.560 2.822 -0.904 -0.03 0.11 -0.03
C -2.839 2.695 1.966 -0.30 -0.26 -0.09
O -1.845 3.684 1.825 0.00 0.23 0.04
H 3.009 -1.867 -2.522 -0.10 -0.05 -0.07
H 4.237 -2.194 1.564 0.11 -0.09 0.02
H 0.237 -3.601 2.196 -0.07 -0.08 0.02
H -5.918 -3.175 -0.707 -0.06 -0.06 0.00
H -2.449 1.846 2.542 -0.09 0.12 -0.02
H 3.449 2.672 -2.420 0.08 0.07 -0.07
O -0.901 0.069 -1.037 0.15 -0.14 -0.02
C -1.967 0.440 -0.559 -0.11 0.16 -0.29
H -0.316 2.307 1.733 0.02 0.06 -0.04

# 3
12
Properties=species:S:1:pos:R:3:forces:R:3 method="wB97M-V/def2-TZVPD" e_lumo_ev=-0.2829 smiles="N#CC/C=C/C=O" orbital_gap_ev=10.0473 homo_ev=-10.3
O 2.142 1.263 -1.224 0.03 -0.57 -0.01
C 2.091 0.083 -0.953 0.06 0.38 -0.14
C -1.482 -0.327 0.413 -0.01 -0.08 0.00
N -1.627 1.493 2.295 -0.09 -0.84 -0.72
H 0.956 -1.590 -0.043 0.01 0.15 0.01
C -1.615 0.663 1.490 -0.11 0.74 0.77
H -0.305 1.104 -0.806 0.04 -0.11 0.11
H 2.992 -0.556 -1.030 -0.07 0.07 -0.05
C -0.273 0.105 -0.373 0.23 -0.09 -0.04
H -2.404 -0.337 -0.181 0.18 0.05 0.06
H -1.342 -1.321 0.850 -0.04 0.16 -0.08
C 0.866 -0.580 -0.437 -0.23 0.13 0.10

Taking the records one at a time from the top gives relative energy (zero: lowest compared OMol25 entry of this formula, charge and spin) values of 113.4 36.4 29.9 kcal/mol.